i | C53H102BF6Ge2NO7RbS2Sb2Si6 | ωB97M-V/def2-TZVPD

Last column: Löwdin charge in e.
Positions of all 183 atoms, in Å:
Rb -1.22 -1.07 -0.77  0.704
F -5.92 -0.71 -2.80  0.116
C -4.78 -1.19 -2.28  -0.630
F -3.83 -0.93 -3.18  0.120
F -4.92 -2.52 -2.23  0.134
S -4.63 -0.49 -0.53  0.562
O -3.42 -1.01 0.01  -0.576
O -5.88 -0.90 0.00  -0.239
N -4.56 1.06 -0.80  -0.261
S -3.18 1.67 -1.18  0.540
O -2.57 2.53 -0.21  -0.443
O -2.28 0.82 -1.89  -0.486
C -3.83 2.77 -2.57  -0.627
F -4.43 1.94 -3.43  0.116
F -4.73 3.70 -2.23  0.132
F -2.88 3.41 -3.26  0.116
C -4.43 0.61 2.55  -0.277
Ge -3.45 -0.65 3.77  0.752
C -2.55 0.69 5.03  -0.280
C -5.06 -1.12 4.98  -0.263
Ge -1.77 -2.04 2.28  0.855
C -1.19 -3.40 3.70  -0.364
C -0.14 -4.25 3.37  -0.160
C 0.30 -5.24 4.24  -0.114
C -0.31 -5.40 5.47  -0.130
C -1.36 -4.56 5.82  -0.117
C -1.79 -3.58 4.95  -0.134
C -3.14 -3.38 1.57  -0.390
C -2.77 -4.20 0.51  -0.137
C -3.69 -5.02 -0.13  -0.101
C -5.01 -5.03 0.29  -0.118
C -5.39 -4.24 1.36  -0.103
C -4.46 -3.43 1.98  -0.137
H -4.99 1.37 3.09  0.008
H -5.13 0.06 1.94  -0.017
H -3.75 1.11 1.87  -0.029
H -3.29 1.31 5.53  -0.004
H -1.89 1.34 4.46  -0.058
H -1.97 0.18 5.79  -0.003
H -5.58 -0.21 5.26  -0.007
H -4.76 -1.63 5.89  -0.013
H -5.78 -1.76 4.47  -0.015
H 0.35 -4.12 2.41  0.079
H 1.12 -5.89 3.96  0.091
H 0.03 -6.15 6.17  0.084
H -1.84 -4.68 6.78  0.087
H -2.60 -2.93 5.23  0.057
H -1.74 -4.19 0.17  0.071
H -3.38 -5.64 -0.96  0.096
H -5.74 -5.65 -0.21  0.089
H -6.42 -4.24 1.69  0.094
H -4.79 -2.81 2.81  0.046
C 4.35 -1.20 1.68  0.001
C 3.44 -0.15 2.33  -0.446
C 4.32 0.89 3.02  0.000
O 2.71 0.48 1.26  0.043
B 1.40 0.05 1.27  -0.416
O 1.15 -0.74 2.35  0.020
C 2.30 -0.77 3.21  -0.446
C 2.54 -2.21 3.66  0.004
C 1.92 0.06 4.44  0.003
H 5.05 -0.70 1.01  0.077
H 3.77 -1.91 1.09  0.075
H 4.92 -1.73 2.44  0.090
H 4.99 1.33 2.28  0.083
H 4.92 0.40 3.79  0.093
H 3.74 1.69 3.47  0.062
H 2.66 -2.87 2.81  0.076
H 1.67 -2.55 4.22  0.081
H 3.43 -2.26 4.29  0.094
H 1.71 1.09 4.17  0.070
H 2.72 0.04 5.19  0.092
H 1.02 -0.37 4.87  0.098
C 0.51 6.52 0.94  -0.215
Si -0.14 4.78 0.37  0.372
C 1.42 3.85 -0.22  -0.238
C -1.18 5.22 -1.18  -0.214
Sb -1.18 3.14 2.08  0.962
Si -3.36 4.50 2.38  0.371
C -3.13 6.43 2.32  -0.218
C -4.11 4.17 4.11  -0.217
C -4.72 4.17 1.08  -0.215
Si 0.08 4.37 4.04  0.347
C -0.14 3.36 5.66  -0.241
C -0.10 6.19 4.68  -0.226
C 1.96 4.22 3.69  -0.236
H 0.99 7.05 0.12  0.020
H 1.23 6.42 1.74  -0.011
H -0.30 7.15 1.31  0.003
H 2.03 4.43 -0.90  0.011
H 1.14 2.92 -0.73  0.019
H 2.04 3.57 0.62  0.011
H -0.75 6.03 -1.75  0.030
H -2.19 5.50 -0.90  0.012
H -1.26 4.35 -1.82  -0.006
H -2.43 6.76 3.09  -0.006
H -4.06 6.96 2.48  0.019
H -2.73 6.74 1.36  0.000
H -3.45 4.51 4.90  0.008
H -4.26 3.10 4.25  -0.013
H -5.08 4.65 4.25  0.022
H -4.47 4.64 0.14  0.006
H -5.70 4.54 1.39  0.032
H -4.81 3.11 0.89  -0.008
H -1.17 3.39 6.00  0.008
H 0.48 3.74 6.47  0.021
H 0.12 2.32 5.51  -0.005
H -1.08 6.35 5.12  0.007
H 0.03 6.91 3.89  -0.004
H 0.63 6.41 5.45  0.019
H 2.17 3.26 3.22  -0.013
H 2.56 4.27 4.60  0.026
H 2.31 4.99 3.02  0.004
C 4.81 -0.47 -5.74  -0.223
Si 3.13 -0.99 -4.92  0.371
C 3.43 -2.69 -4.11  -0.215
C 1.98 -1.22 -6.45  -0.215
Sb 2.18 0.50 -2.97  0.880
Si 1.50 2.44 -4.58  0.335
C 2.47 2.67 -6.24  -0.216
C 1.56 4.19 -3.79  -0.217
C -0.32 2.11 -5.05  -0.225
Si 4.54 1.44 -2.37  0.344
C 4.52 2.46 -0.75  -0.223
C 5.48 2.59 -3.61  -0.215
C 5.70 -0.04 -1.99  -0.224
H 5.13 -1.20 -6.48  0.023
H 5.59 -0.38 -5.00  -0.012
H 4.72 0.50 -6.24  0.002
H 3.50 -3.50 -4.83  0.031
H 2.59 -2.94 -3.46  0.007
H 4.33 -2.69 -3.51  0.019
H 2.54 -1.30 -7.37  0.022
H 1.29 -0.38 -6.56  -0.003
H 1.39 -2.12 -6.34  0.010
H 3.45 3.11 -6.07  0.007
H 1.94 3.33 -6.93  0.021
H 2.62 1.72 -6.75  -0.007
H 2.53 4.38 -3.34  0.006
H 0.81 4.28 -3.02  -0.011
H 1.37 4.97 -4.52  0.028
H -0.41 1.31 -5.78  0.014
H -0.81 2.98 -5.46  0.026
H -0.88 1.80 -4.17  0.002
H 4.09 3.44 -0.90  0.002
H 5.51 2.60 -0.33  0.028
H 3.91 1.95 0.00  -0.007
H 4.85 3.42 -3.91  -0.002
H 5.76 2.05 -4.51  -0.001
H 6.39 3.00 -3.18  0.020
H 5.19 -0.73 -1.33  0.004
H 6.62 0.27 -1.49  0.024
H 5.98 -0.59 -2.88  -0.004
C -0.89 -2.11 -4.26  -0.066
C -1.02 -3.63 -4.44  -0.359
C -2.25 -4.15 -3.70  -0.055
C 0.21 -4.39 -3.99  -0.159
C 0.82 -5.23 -4.90  -0.094
C 1.87 -6.06 -4.56  -0.150
C 2.27 -6.08 -3.23  -0.088
C 1.71 -5.25 -2.28  -0.162
C 2.17 -5.39 -0.85  -0.366
C 2.74 -4.09 -0.30  -0.074
C 1.03 -5.88 0.04  -0.056
C 0.68 -4.31 -2.63  -0.379
O 0.22 -3.47 -1.80  -0.171
H -1.77 -1.61 -4.66  0.077
H 0.00 -1.75 -4.77  0.042
H -0.80 -1.88 -3.20  0.004
H -1.16 -3.83 -5.51  0.125
H -2.16 -3.93 -2.63  0.065
H -2.34 -5.23 -3.83  0.082
H -3.16 -3.67 -4.07  0.068
H 0.45 -5.25 -5.92  0.096
H 2.33 -6.71 -5.30  0.074
H 3.05 -6.78 -2.94  0.096
H 2.97 -6.15 -0.83  0.122
H 1.95 -3.34 -0.28  0.071
H 3.55 -3.73 -0.93  0.072
H 3.12 -4.24 0.71  0.064
H 0.23 -5.14 0.02  0.053
H 1.36 -6.02 1.06  0.063
H 0.62 -6.83 -0.33  0.081

**Total charge**: -2
**LUMO (alpha / beta)**: 3.38 / 2.97 eV
**2S+1**: 2
**Highest occupied orbital energy (alpha / beta)**: -0.0800 / -0.0791 Ha

=====

ii | C53H102BF6Ge2NO7RbS2Sb2Si6 | ωB97M-V/def2-TZVPD

Last column: Löwdin charge in e.
Positions of all 183 atoms, in Å:
Rb 0.00 -0.51 -0.69  0.679
F 4.45 -2.03 2.92  0.127
C 3.69 -0.97 2.62  -0.623
F 4.51 -0.03 2.14  0.129
F 3.21 -0.50 3.79  0.113
S 2.28 -1.44 1.44  0.531
O 1.86 -0.20 0.85  -0.514
O 2.84 -2.44 0.61  -0.269
N 1.23 -1.94 2.49  -0.265
S 0.01 -0.98 2.64  0.519
O 0.27 0.37 3.02  -0.314
O -0.99 -1.17 1.63  -0.575
C -0.70 -1.76 4.23  -0.621
F -2.00 -2.10 4.11  0.047
F -0.05 -2.85 4.63  0.124
F -0.64 -0.91 5.26  0.123
C 4.74 -1.88 -2.89  -0.266
Ge 3.21 -3.03 -3.56  0.727
C 2.66 -1.96 -5.18  -0.256
C 4.27 -4.54 -4.44  -0.264
Ge 1.29 -3.36 -1.88  0.800
C 0.31 -4.70 -3.11  -0.387
C -1.02 -4.48 -3.43  -0.173
C -1.75 -5.36 -4.21  -0.111
C -1.15 -6.52 -4.67  -0.128
C 0.18 -6.77 -4.36  -0.112
C 0.89 -5.87 -3.59  -0.137
C 2.18 -4.87 -0.88  -0.422
C 1.38 -5.83 -0.27  -0.140
C 1.92 -6.86 0.49  -0.113
C 3.29 -6.95 0.66  -0.129
C 4.11 -6.00 0.06  -0.107
C 3.55 -4.98 -0.69  -0.155
H 5.45 -1.66 -3.69  -0.001
H 5.29 -2.36 -2.08  -0.011
H 4.36 -0.94 -2.52  -0.018
H 3.52 -1.51 -5.67  0.005
H 1.97 -1.17 -4.90  -0.011
H 2.16 -2.60 -5.91  0.000
H 5.08 -4.14 -5.04  -0.006
H 3.63 -5.14 -5.09  -0.013
H 4.69 -5.21 -3.69  -0.013
H -1.49 -3.57 -3.07  0.060
H -2.79 -5.16 -4.44  0.092
H -1.72 -7.23 -5.27  0.084
H 0.65 -7.67 -4.73  0.089
H 1.93 -6.08 -3.35  0.088
H 0.31 -5.77 -0.40  0.079
H 1.27 -7.59 0.96  0.090
H 3.72 -7.75 1.25  0.084
H 5.18 -6.06 0.19  0.091
H 4.21 -4.24 -1.14  0.065
C -3.05 3.66 -3.62  0.012
C -3.83 3.01 -2.47  -0.452
C -5.31 2.89 -2.85  0.005
O -3.30 1.70 -2.26  0.063
B -2.41 1.70 -1.22  -0.371
O -2.47 2.92 -0.56  -0.042
C -3.55 3.71 -1.09  -0.463
C -3.11 5.17 -1.17  0.001
C -4.71 3.58 -0.10  0.001
H -3.19 3.09 -4.53  0.076
H -1.99 3.63 -3.39  0.095
H -3.36 4.69 -3.78  0.088
H -5.38 2.35 -3.79  0.092
H -5.76 3.87 -2.95  0.091
H -5.85 2.32 -2.10  0.074
H -2.17 5.26 -1.71  0.090
H -2.95 5.53 -0.16  0.046
H -3.88 5.76 -1.66  0.097
H -5.00 2.53 -0.01  0.083
H -5.57 4.16 -0.41  0.092
H -4.37 3.92 0.87  0.067
C -7.23 -3.34 3.01  -0.222
Si -5.68 -2.24 3.37  0.355
C -5.05 -2.81 5.10  -0.225
C -6.44 -0.50 3.72  -0.244
Sb -3.81 -1.72 1.63  0.965
Si -5.35 -2.03 -0.45  0.346
C -4.35 -1.75 -2.05  -0.199
C -6.45 -3.59 -0.80  -0.210
C -6.63 -0.60 -0.33  -0.237
Si -2.88 -4.12 1.48  0.374
C -2.52 -4.64 -0.32  -0.216
C -4.01 -5.52 2.19  -0.218
C -1.23 -4.39 2.40  -0.199
H -7.88 -3.43 3.88  0.017
H -6.94 -4.34 2.71  0.003
H -7.81 -2.91 2.21  0.001
H -5.86 -3.04 5.79  0.019
H -4.45 -2.03 5.55  0.009
H -4.43 -3.69 5.02  0.002
H -7.31 -0.53 4.36  0.018
H -6.74 -0.03 2.79  0.001
H -5.70 0.14 4.18  -0.001
H -3.59 -2.52 -2.17  0.004
H -3.83 -0.79 -2.03  0.009
H -4.98 -1.77 -2.93  0.034
H -5.86 -4.50 -0.79  0.005
H -6.92 -3.51 -1.78  0.020
H -7.24 -3.70 -0.07  -0.002
H -6.14 0.30 0.02  -0.005
H -7.09 -0.38 -1.29  0.019
H -7.43 -0.84 0.37  0.006
H -3.37 -4.50 -0.98  0.000
H -2.24 -5.69 -0.37  0.037
H -1.69 -4.06 -0.71  0.001
H -4.93 -5.62 1.63  0.004
H -4.27 -5.35 3.23  -0.001
H -3.49 -6.48 2.13  0.022
H -0.60 -3.51 2.31  -0.021
H -0.67 -5.21 1.97  0.030
H -1.38 -4.61 3.45  0.027
C -1.47 6.86 4.50  -0.225
Si -1.88 6.05 2.79  0.362
C -1.14 7.31 1.52  -0.239
C -3.79 6.33 2.64  -0.238
Sb -1.19 3.57 2.21  0.978
Si -1.71 2.66 4.55  0.343
C -2.95 3.64 5.66  -0.221
C -0.25 2.23 5.71  -0.209
C -2.71 1.10 4.11  -0.261
Si 1.32 4.13 2.46  0.350
C 2.44 2.60 2.44  -0.215
C 1.93 5.23 3.92  -0.217
C 1.72 5.14 0.88  -0.230
H -1.26 7.93 4.39  0.019
H -0.61 6.39 4.95  -0.004
H -2.30 6.76 5.19  0.006
H -1.76 8.19 1.40  0.021
H -1.03 6.85 0.54  0.003
H -0.16 7.63 1.84  0.006
H -4.10 7.26 3.10  0.020
H -4.33 5.52 3.12  0.003
H -4.11 6.36 1.60  -0.001
H -2.49 4.53 6.09  -0.002
H -3.31 3.03 6.49  0.020
H -3.82 3.96 5.09  0.006
H 0.28 3.12 6.04  0.009
H 0.44 1.60 5.16  -0.002
H -0.58 1.68 6.58  0.025
H -3.60 1.35 3.53  0.018
H -3.02 0.54 4.99  0.032
H -2.09 0.46 3.50  -0.035
H 2.14 1.88 3.19  -0.003
H 3.48 2.85 2.62  0.036
H 2.38 2.09 1.48  0.015
H 1.62 4.82 4.88  0.000
H 1.55 6.24 3.85  0.002
H 3.02 5.29 3.93  0.019
H 1.11 4.78 0.06  -0.002
H 2.76 5.04 0.58  0.027
H 1.51 6.20 1.00  0.002
C 2.37 1.64 -2.19  -0.075
C 2.13 2.63 -3.32  -0.367
C 1.38 3.86 -2.79  -0.059
C 1.42 2.06 -4.53  -0.147
C 1.87 2.50 -5.76  -0.093
C 1.29 2.10 -6.95  -0.143
C 0.23 1.22 -6.89  -0.087
C -0.26 0.73 -5.70  -0.147
C -1.42 -0.24 -5.77  -0.364
C -1.14 -1.54 -5.02  -0.068
C -2.71 0.39 -5.25  -0.064
C 0.30 1.15 -4.44  -0.358
O -0.13 0.71 -3.32  -0.185
H 2.73 0.70 -2.59  0.075
H 3.11 2.05 -1.49  0.081
H 1.44 1.46 -1.66  0.010
H 3.12 2.98 -3.68  0.124
H 0.42 3.55 -2.39  0.071
H 1.23 4.59 -3.58  0.077
H 1.96 4.33 -2.00  0.054
H 2.72 3.19 -5.78  0.097
H 1.65 2.47 -7.90  0.072
H -0.22 0.88 -7.82  0.095
H -1.57 -0.49 -6.84  0.121
H -0.94 -1.32 -3.98  0.063
H -0.29 -2.06 -5.44  0.073
H -2.01 -2.20 -5.09  0.068
H -2.58 0.68 -4.21  0.056
H -3.53 -0.32 -5.32  0.070
H -2.96 1.27 -5.85  0.069

**Total charge**: -2
**LUMO (alpha / beta)**: 3.31 / 2.90 eV
**2S+1**: 2
**Highest occupied orbital energy (alpha / beta)**: -0.0742 / -0.0737 Ha

=====

Stability, descending: i, ii

=====

i | C2H5NO3 | ωB97M-V/def2-TZVPD

Last column: Löwdin charge in e.
Positions of all 11 atoms, in Å:
C 2.94 0.08 -0.07  -0.385
C -1.05 0.73 -0.59  -0.277
N -0.62 -0.58 0.21  0.049
O 3.60 1.01 0.12  0.220
O 2.21 -0.82 -0.18  0.169
O -2.31 1.00 0.04  -0.183
H -1.16 0.49 -1.66  0.025
H 0.17 -1.10 -0.17  0.089
H -1.23 -1.40 0.16  0.120
H -0.27 -0.49 1.15  0.119
H -2.29 1.10 1.00  0.054

**LUMO**: 0.16 eV
**2S+1**: 1
**Highest occupied orbital energy**: -0.2250 Ha

=====

ii | C2H5NO3 | ωB97M-V/def2-TZVPD

Last column: Löwdin charge in e.
Positions of all 11 atoms, in Å:
N -2.14 -0.04 -0.08  0.133
C -0.98 -0.50 -0.62  -0.400
O -0.36 -1.46 -0.20  -0.018
H -2.43 0.92 -0.26  0.104
H -2.39 -0.42 0.82  0.112
H -0.60 0.12 -1.48  0.147
O 0.80 1.21 0.55  0.011
C 1.88 0.68 0.30  -0.356
O 2.12 -0.64 0.34  0.058
H 2.84 1.23 0.32  0.137
H 1.24 -1.10 0.32  0.069

**LUMO**: 0.89 eV
**2S+1**: 1
**Highest occupied orbital energy**: -0.3878 Ha

=====

iii | C2H5NO3 | ωB97M-V/def2-TZVPD

Last column: Löwdin charge in e.
Positions of all 11 atoms, in Å:
C -0.41 -0.58 -0.15  -0.085
C 0.82 -0.11 -0.79  0.074
N 2.07 -0.18 0.17  -0.421
O 1.89 -0.37 1.34  0.073
O 3.11 -0.02 -0.39  0.105
O 0.76 1.91 -0.12  -0.124
H -0.78 -1.57 -0.28  0.086
H -1.17 0.06 -0.49  0.073
H -0.22 -0.51 0.97  0.117
H 0.91 -0.09 -1.86  0.133
H 0.18 1.91 0.60  -0.030

**LUMO (alpha / beta)**: -1.41 / -1.41 eV
**2S+1**: 1
**Highest occupied orbital energy (alpha / beta)**: -0.3936 / -0.3935 Ha

=====

iv | C2H5NO3 | ωB97M-V/def2-TZVPD

Last column: Löwdin charge in e.
Positions of all 11 atoms, in Å:
N 0.73 0.86 -0.79  0.121
C 0.13 -0.15 0.03  -0.679
O 0.01 -1.32 -0.68  0.046
O 0.82 -0.37 1.24  0.029
C -1.31 0.38 0.42  -0.134
O -2.29 -0.20 0.05  0.096
H 1.47 0.47 -1.37  0.091
H 1.10 1.62 -0.23  0.086
H -0.94 -1.51 -0.79  0.102
H 1.47 -1.07 1.10  0.108
H -1.18 1.29 1.02  0.134

**LUMO**: 0.73 eV
**2S+1**: 1
**Highest occupied orbital energy**: -0.3694 Ha

=====

Stability, descending: ii, iv, i, iii

=====

i | C10H16 | ωB97M-V/def2-TZVPD

Last column: Löwdin charge in e.
Positions of all 26 atoms, in Å:
C -1.48 3.90 0.46  0.003
C 0.45 0.68 -1.43  0.020
C 1.15 1.27 -0.39  0.000
C -0.81 1.12 -1.93  0.044
C 0.43 2.28 0.24  0.077
C -1.49 2.19 -1.36  0.016
C -0.87 2.72 -0.25  -0.168
H 0.89 -0.17 -1.95  0.130
H 2.12 0.98 -0.04  0.131
H -1.27 0.59 -2.75  0.134
H 0.75 2.73 1.17  0.132
H -2.36 2.67 -1.78  0.140
H -1.82 4.62 -0.29  0.108
H -0.73 4.33 1.12  0.090
H -2.33 3.76 1.13  0.119
C 0.60 -2.48 0.50  -0.332
C 1.90 -3.26 0.55  -0.136
C -0.56 -3.27 1.10  -0.114
H 0.82 -1.52 0.97  0.087
H 0.35 -2.32 -0.55  0.083
H 1.86 -4.29 0.20  0.076
H -0.66 -3.05 2.17  0.075
H -1.52 -3.03 0.64  0.066
H 2.37 -3.36 1.53  0.078
H 2.70 -2.73 0.02  0.066
H -0.48 -4.34 0.91  0.075

**Total charge**: +1
**LUMO (alpha / beta)**: -4.29 / -8.30 eV
**2S+1**: 2
**Highest occupied orbital energy (alpha / beta)**: -0.5108 / -0.5109 Ha

=====

ii | C10H16 | ωB97M-V/def2-TZVPD

Last column: Löwdin charge in e.
Positions of all 26 atoms, in Å:
C -1.38 -0.32 2.95  -0.187
C -1.53 1.01 2.30  -0.193
H -2.02 -1.15 2.50  0.077
H -0.35 -0.83 2.74  0.079
H -1.54 -0.23 4.03  0.071
H -0.53 1.62 2.07  0.109
H -2.25 1.64 2.78  0.059
H -1.94 0.92 1.30  0.030
C 2.04 -0.05 -0.09  -0.137
C 3.06 0.85 -0.80  -0.067
C 0.75 -0.25 -0.93  -0.151
C -0.19 -1.01 -0.31  0.077
C 0.54 0.26 -2.19  0.024
C -1.57 -1.10 -0.74  0.015
C -0.67 -0.10 -2.73  0.050
C -1.76 -0.62 -1.98  0.004
H 2.38 -0.97 0.20  0.094
H 1.54 0.47 0.76  0.145
H 4.06 0.66 -0.35  0.098
H 0.05 -1.59 0.46  0.093
H 1.33 0.70 -2.80  0.133
H -2.25 -1.70 -0.23  0.113
H -0.85 0.06 -3.78  0.134
H -2.77 -0.67 -2.48  0.156
H 2.76 1.87 -0.76  0.073
H 3.09 0.52 -1.91  0.101

**Total charge**: +1
**LUMO (alpha / beta)**: -4.35 / -8.13 eV
**2S+1**: 2
**Highest occupied orbital energy (alpha / beta)**: -0.5305 / -0.5305 Ha

=====

iii | C10H16 | ωB97M-V/def2-TZVPD

Last column: Löwdin charge in e.
Positions of all 26 atoms, in Å:
C 0.40 0.28 -1.08  -0.152
C -0.66 1.03 -0.26  -0.078
C 1.70 0.42 -0.30  -0.177
C 2.14 -0.69 0.40  0.031
C 2.42 1.61 -0.06  0.117
C 2.95 -0.49 1.57  0.086
C 3.57 1.67 0.79  0.013
C 3.76 0.67 1.68  -0.010
H 0.24 -0.79 -1.15  0.116
H 0.42 0.79 -2.04  0.127
H -0.50 2.10 -0.26  0.084
H 1.96 -1.69 0.02  0.139
H 2.02 2.50 -0.49  0.135
H 3.03 -1.40 2.15  0.139
H 4.13 2.59 0.73  0.131
H 4.44 0.77 2.52  0.134
H -0.75 0.60 0.73  0.087
H -1.68 0.95 -0.64  0.071
C -4.00 -1.39 -1.25  -0.154
C -3.40 -1.40 0.17  -0.160
H -4.38 -2.39 -1.48  0.064
H -4.80 -0.66 -1.26  0.066
H -3.30 -1.06 -2.02  0.053
H -4.20 -1.32 0.89  0.068
H -2.72 -2.21 0.40  0.062
H -2.78 -0.51 0.24  0.010

**Total charge**: +1
**LUMO (alpha / beta)**: -4.70 / -8.31 eV
**2S+1**: 2
**Highest occupied orbital energy (alpha / beta)**: -0.5197 / -0.5197 Ha

=====

Stability, descending: i, iii, ii